DFT (ωB97M-V with the def2-TZVPD basis set) results for a 8-piece molecular cluster, C5H28N2O7 overall at a distorted geometry.

DFT total energy ... -843.418549 Ha
SMILES ... CCNC[C@H](C)N.O.O.O.O.O.O.O
Orbital gap ... 9.2 eV
E_HOMO ... -8.9 eV
Energy relative to the best compared isomer or geometry (same formula, charge and spin) ... 204.41 kJ/mol
Lowest unoccupied orbital energy ... 0.28 eV
2S+1 ... 1

```
42
Properties=species:S:1:pos:R:3:forces:R:3
C 3.01981 -0.55071 2.58736 -0.042 0.867 3.495
C 2.90069 -1.20023 1.24177 0.217 -0.813 -1.323
N 1.58626 -0.96909 0.56798 0.787 -0.920 1.309
C 0.56145 -1.79943 1.25526 0.321 -0.105 -1.751
C -0.82983 -1.40259 0.72613 1.503 0.047 -0.647
C -1.27490 -0.07576 1.39408 -0.727 -1.241 -0.909
N -1.64727 -2.59182 0.77248 -0.570 -0.321 0.467
H 2.94176 -1.22493 3.47655 0.037 -0.612 -1.019
H 3.97602 -0.08691 2.90509 -0.334 0.175 -1.012
H 2.19901 0.12259 2.98591 0.724 -0.103 -1.554
H 3.69524 -1.10189 0.48033 -0.127 1.699 0.369
H 3.19979 -2.25264 1.35635 -1.151 -0.589 0.483
H 1.73758 -1.32563 -0.38116 -0.284 0.226 0.511
H 0.78700 -1.77237 2.30759 -0.643 0.431 0.703
H 0.64015 -2.85478 0.98322 0.437 -0.195 -0.118
H -0.59308 -1.26692 -0.37036 -0.551 0.279 0.934
H -2.28333 -0.17160 1.79267 -0.167 -0.178 0.012
H -1.41761 0.68255 0.62467 0.717 0.462 0.393
H -0.59668 0.06411 2.23103 0.021 1.101 -0.445
H -1.64134 -3.05795 1.67654 -0.040 0.194 -0.104
H -2.60348 -2.43489 0.49830 -0.197 0.086 -0.018
O -1.49939 1.39355 -4.28288 2.170 -0.615 -1.144
H -1.29710 1.85592 -3.44837 -1.745 0.043 -0.019
H -2.33452 1.08930 -4.61919 -0.733 0.516 1.019
O -3.73009 3.09828 -0.86732 0.887 0.075 0.037
H -3.47864 4.02453 -0.76676 -0.521 0.117 0.133
H -2.85279 2.78669 -1.17391 -0.832 -0.109 -0.066
O 0.71229 2.46925 -0.57737 0.405 -0.712 0.195
H 1.01914 1.56287 -0.37983 -0.100 0.151 0.010
H 0.81328 2.93506 0.25768 -0.083 0.081 0.058
O 0.16799 -0.73516 -3.64676 -0.315 0.256 -0.573
H -0.46892 -0.08115 -4.01793 0.120 0.047 0.484
H 0.60816 -1.05275 -4.44274 0.183 -0.215 0.187
O 2.32432 -1.31224 -2.02335 -0.064 -0.071 -0.418
H 2.95673 -0.62592 -2.24880 0.013 0.081 -0.044
H 1.45109 -0.96280 -2.29118 0.290 -0.110 -0.419
O -1.70518 -0.23996 4.19043 0.486 -0.414 0.888
H -2.44326 0.36779 4.16050 -0.240 -0.075 -0.307
H -1.75208 -0.84460 3.44209 -0.396 0.338 0.302
O -1.32349 3.10776 -2.13569 0.558 -0.522 -0.192
H -0.64789 2.66657 -1.55342 -0.006 0.872 -0.329
H -0.87688 3.76791 -2.68704 -0.012 -0.223 0.423
```
Forces are in eV/Å.


DFT (ωB97M-V with the def2-TZVPD basis set) results for a 2-piece molecular cluster, H2P2 overall at a distorted geometry.

DFT total energy ... -683.786502 Ha
Orbital gap ... 8.3 eV
E_HOMO ... -9.3 eV
Energy relative to the best compared isomer or geometry (same formula, charge and spin) ... 161.25 kJ/mol
Lowest unoccupied orbital energy ... -1.03 eV
2S+1 ... 1

```
4
Properties=species:S:1:pos:R:3:forces:R:3
P -0.07511 0.42951 -0.88106 0.037 0.488 -0.221
P 0.33867 -0.26746 0.95390 -1.994 -2.074 -0.271
H 0.73642 1.66821 -0.91598 -0.292 -0.996 0.458
H -0.99998 -1.83026 0.84315 2.249 2.582 0.033
```
Forces are in eV/Å.